Molecular formula: C24H36O12
Method: DFT, wB97M-V/def2-TZVPD

Geometry as XYZ:
```
72
Properties=species:S:1:pos:R:3
O -1.447 -6.514 4.672
C -1.770 -5.555 4.058
C -0.982 -4.657 3.142
C -1.950 -3.537 2.811
C -3.334 -4.106 3.164
O -3.080 -5.151 4.089
H -0.128 -4.199 3.639
H -0.614 -5.188 2.265
H -1.778 -2.695 3.484
H -1.845 -3.194 1.783
H -3.861 -3.256 3.597
H -3.886 -4.475 2.301
O -3.427 -1.808 -4.302
C -4.002 -0.990 -3.642
C -3.559 0.339 -3.128
C -4.627 0.715 -2.096
C -5.836 -0.112 -2.528
O -5.299 -1.205 -3.294
H -2.579 0.274 -2.665
H -3.645 0.969 -4.019
H -4.192 0.483 -1.125
H -4.816 1.782 -2.218
H -6.370 -0.494 -1.662
H -6.503 0.452 -3.178
O 2.407 2.727 2.826
C 3.558 2.415 2.677
C 4.164 1.445 1.657
C 5.607 1.304 2.167
C 5.836 2.578 2.978
O 4.517 3.016 3.387
H 3.590 0.523 1.731
H 4.006 1.902 0.682
H 5.688 0.414 2.789
H 6.339 1.195 1.369
H 6.401 2.413 3.889
H 6.210 3.376 2.339
O -1.666 -1.427 -0.967
C -1.049 -0.588 -0.386
C -0.901 -0.339 1.092
C 0.491 0.260 1.165
C 0.695 0.934 -0.195
O -0.213 0.235 -1.057
H -1.671 0.413 1.315
H -1.142 -1.199 1.701
H 0.794 0.966 1.938
H 1.152 -0.611 1.256
H 0.384 1.979 -0.138
H 1.720 0.906 -0.558
O 3.801 -1.805 -5.596
C 3.937 -1.699 -4.416
C 5.243 -1.436 -3.694
C 4.818 -1.499 -2.222
C 3.311 -1.852 -2.192
O 2.916 -1.886 -3.565
H 5.854 -2.312 -3.898
H 5.702 -0.483 -3.919
H 5.444 -2.177 -1.641
H 4.922 -0.562 -1.664
H 3.214 -2.815 -1.691
H 2.692 -1.090 -1.721
O -2.902 5.800 1.499
C -2.737 5.029 0.600
C -3.437 3.699 0.295
C -2.283 2.965 -0.376
C -1.496 4.095 -1.067
O -1.821 5.287 -0.358
H -3.800 3.345 1.255
H -4.251 3.919 -0.394
H -1.655 2.433 0.334
H -2.647 2.281 -1.141
H -0.429 3.877 -1.114
H -1.785 4.167 -2.119
```

* ΔE to the lowest compared entry with this formula, charge and spin: 40.06 kcal/mol
* orbital gap: 9.920 eV
* HOMO energy: -10.040 eV
* SMILES string: O=C1CCCO1.O=C1CCCO1.O=C1CCCO1.O=C1CCCO1.O=C1CCCO1.O=C1CCCO1

These are the Mulliken partial charges, in e, on atoms 1 to 2: -0.543 0.473

Molecular formula: C24H37ErN3P2S
Method: DFT, wB97M-V/def2-TZVPD

Geometry as XYZ:
```
68
Properties=species:S:1:pos:R:3
C 3.579 -3.604 -0.562
C 2.255 -3.296 -0.778
C 1.310 -3.682 0.240
C 1.722 -4.034 1.610
C 3.107 -3.876 1.822
C 4.012 -3.842 0.755
C 0.676 -4.371 2.508
C -0.649 -3.943 2.178
C -0.916 -3.602 0.797
C -2.190 -3.116 0.351
C -3.283 -3.344 1.157
C -3.051 -3.596 2.526
C -1.752 -3.709 3.041
H 4.257 -3.583 -1.412
H 3.479 -3.818 2.843
H 5.091 -3.887 0.920
H 0.891 -4.840 3.455
H -4.293 -3.232 0.765
H -3.902 -3.601 3.209
H -1.550 -3.669 4.123
N 0.027 -3.727 -0.154
Er 0.697 1.327 0.263
C 1.800 -2.491 -1.965
H 0.811 -2.808 -2.296
H 2.509 -2.506 -2.803
C -2.283 -2.289 -0.888
H -1.637 -2.702 -1.657
H -3.303 -2.291 -1.291
P 1.779 -0.739 -1.603
P -1.777 -0.520 -0.575
C -3.271 0.139 0.237
H -3.138 1.222 0.384
H -4.180 -0.062 -0.355
H -3.361 -0.361 1.212
C -1.869 0.151 -2.309
H -2.927 0.302 -2.615
H -1.328 1.116 -2.385
H -1.412 -0.578 -3.007
C 3.357 -0.209 -0.957
H 3.957 -0.379 -1.861
H 3.349 0.848 -0.611
H 3.650 -0.908 -0.161
C 1.413 0.013 -3.175
H 1.229 1.101 -3.111
H 2.357 -0.221 -3.711
H 0.565 -0.515 -3.654
H 0.950 -0.393 -0.487
H -0.715 -0.095 0.774
C 1.275 3.359 1.963
N 0.542 4.377 1.174
C 0.917 5.777 1.449
C -0.002 4.052 -0.065
S 0.926 3.239 -1.383
N -1.150 4.652 -0.425
C -1.925 5.439 0.534
C -1.826 4.235 -1.647
H 1.848 3.880 2.732
H 2.078 2.852 1.365
H 0.602 2.656 2.504
H 1.113 6.313 0.508
H 0.134 6.278 2.038
H 1.835 5.776 2.042
H -1.702 6.509 0.446
H -2.996 5.329 0.341
H -1.698 5.097 1.550
H -1.148 4.328 -2.499
H -2.178 3.189 -1.592
H -2.688 4.886 -1.825
```

* orbital gap (alpha / beta): 4.215 / 4.382 eV
* HOMO energy (alpha / beta): -7.716 / -7.884 eV
* total charge: +1
* multiplicity: 4

These are the Mulliken partial charges, in e, on atoms 1 to 2: -0.409 0.000

Molecular formula: C24H37FN2O2
Method: DFT, wB97M-V/def2-TZVPD

Geometry as XYZ:
```
66
Properties=species:S:1:pos:R:3
C 6.207 -1.492 1.763
C 5.251 -0.364 2.022
C 4.239 -0.438 2.971
C 3.376 0.628 3.205
C 2.333 0.583 4.282
O 2.244 1.497 5.086
N 1.529 -0.521 4.360
C 0.592 -0.539 5.471
C 1.158 -1.330 3.203
C -0.144 -0.872 2.549
C -0.078 0.565 2.047
C -1.350 1.006 1.334
C -1.272 2.438 0.824
C -2.525 2.882 0.077
N -2.781 2.074 -1.106
C -2.100 2.282 -2.263
O -1.243 3.147 -2.343
C -2.412 1.374 -3.442
C -2.188 -0.141 -3.279
C -3.146 -0.809 -2.287
C -2.947 -2.319 -2.192
C -3.067 -2.980 -3.556
C -2.088 -2.342 -4.531
C -2.280 -0.829 -4.658
C -1.278 -0.280 -5.672
C 3.530 1.806 2.487
C 4.516 1.905 1.518
C 5.346 0.824 1.311
F 6.313 0.922 0.373
H 6.152 -1.821 0.724
H 7.237 -1.183 1.946
H 5.981 -2.339 2.408
H 4.132 -1.348 3.552
H 1.111 -0.275 6.389
H -0.224 0.176 5.335
H 0.178 -1.543 5.561
H 1.959 -1.284 2.469
H 1.071 -2.369 3.529
H -0.359 -1.546 1.714
H -0.976 -0.980 3.252
H 0.114 1.242 2.886
H 0.773 0.672 1.365
H -1.539 0.331 0.492
H -2.204 0.902 2.015
H -1.110 3.121 1.664
H -0.415 2.550 0.155
H -3.399 2.801 0.725
H -2.424 3.924 -0.228
H -3.560 1.443 -1.109
H -3.456 1.536 -3.741
H -1.786 1.760 -4.240
H -1.162 -0.294 -2.913
H -3.006 -0.389 -1.291
H -4.180 -0.597 -2.592
H -1.952 -2.521 -1.780
H -3.669 -2.742 -1.490
H -2.887 -4.054 -3.480
H -4.088 -2.855 -3.933
H -1.061 -2.537 -4.194
H -2.181 -2.798 -5.519
H -3.296 -0.654 -5.040
H -0.268 -0.285 -5.255
H -1.269 -0.904 -6.567
H -1.504 0.737 -5.990
H 2.877 2.643 2.696
H 4.653 2.803 0.932
```

* ΔE to the lowest compared entry with this formula, charge and spin: 8.93 kcal/mol
* orbital gap: 9.673 eV
* HOMO energy: -9.071 eV
* SMILES string: Cc1cc(C(=O)N(C)CCCCCCNC(=O)C[C@H]2CCCC[C@@H]2C)ccc1F

These are the Mulliken partial charges, in e, on atoms 1 to 2: -1.519 0.571